(1)
The following is a DFT calculation (the ωB97M-V functional and the def2-TZVPD basis) of an isolated molecule of C10H13NOS2 in a non-equilibrium geometry.

Geometry as XYZ:
```
27
Properties=species:S:1:pos:R:3:forces:R:3
C 3.327527 0.266010 -3.026649 -1.7138 -1.2869 2.6013
C 2.399553 -0.312299 -1.829316 1.6567 -1.9451 -0.2297
C 2.659016 -1.561630 -1.261240 -2.5193 2.0701 -0.1667
C 1.823984 -2.151841 -0.124156 2.5829 -0.1208 2.3694
O 2.295103 -2.976719 0.719598 -0.5282 0.9057 -2.8047
C 0.639782 -1.482756 0.303766 -0.0660 1.6553 -1.9549
C 0.203740 -0.255418 -0.138199 0.0481 -1.1746 0.4390
N -0.969585 0.217834 0.393576 -0.4352 0.9332 -0.6091
C -1.171274 1.664539 0.547991 -2.4872 -0.0547 0.0915
C -1.560405 2.063769 1.993179 0.5162 -1.9348 -0.3322
S -3.011515 1.150983 2.639695 -0.2890 -0.0287 -0.5547
C -3.344850 -0.050831 1.274734 -0.3057 -0.6458 0.8696
C -2.005819 -0.736605 0.922305 0.8852 0.7941 2.2204
S 1.048403 0.747320 -1.385547 0.0878 -1.1250 0.5687
H 3.880904 1.103814 -2.697067 0.7926 0.7930 0.6288
H 2.651664 0.646634 -3.729179 -0.9048 0.3481 -1.4610
H 3.981689 -0.479271 -3.449131 -0.0050 -0.3405 0.0481
H 3.435633 -2.154599 -1.675291 0.7247 -0.3600 -0.0713
H 0.180948 -1.886793 1.164146 -0.4634 -0.4827 0.6366
H -1.948519 2.001668 -0.185425 0.2050 -0.2120 0.7315
H -0.338145 2.258752 0.278973 1.3293 0.0463 -0.2382
H -0.710431 1.940297 2.652833 0.3314 -0.9869 0.1513
H -1.694207 3.080259 2.166684 -0.9215 2.0402 -0.5905
H -4.068974 -0.798372 1.746804 1.3065 0.7266 -0.4012
H -3.953974 0.330653 0.453479 0.5434 0.4340 -0.1579
H -1.610300 -1.024136 1.980608 -0.7149 -0.2862 -1.8466
H -2.139949 -1.601260 0.262831 0.3443 0.2380 0.0625
```
Positions in Å, forces in eV/Å.

LUMO level: 0.4 eV
relative energy (zero: lowest compared OMol25 entry of this formula, charge and spin): 162.1 kJ/mol
structure (SMILES): Cc1cc(=O)cc(N2CCSCC2)s1
total charge: 0
gap between HOMO and LUMO: 0.31779 Eh
E: -35786.8270 eV


(2)
The following is a DFT calculation (the ωB97M-V functional and the def2-TZVPD basis) of a structure of composition C23H22N3O2PtS4.

Geometry as XYZ:
```
55
Properties=species:S:1:pos:R:3:forces:R:3
Pt 0.427468 0.368002 -0.321765 -0.0769 0.0474 0.6559
C 1.658855 0.526597 2.458329 -0.2030 -0.0692 0.1541
N 0.295278 0.425961 1.877597 0.0068 0.3253 -0.4114
C -0.279336 -0.916502 2.208711 0.2190 0.0936 0.2159
C -1.404235 -1.311953 1.282411 -0.0898 0.1468 -0.0050
N -0.877420 -1.499784 -0.065403 0.4714 0.0943 -0.2054
C -0.021313 -2.696284 -0.202581 -0.0955 -0.1047 0.1160
C -1.841924 -1.469225 -1.141184 -0.1298 0.1189 0.0671
C -3.125213 -1.961501 -0.996132 -0.0188 -0.1311 0.0310
C -4.008903 -1.950841 -2.071216 0.0040 -0.0301 0.0635
C -3.586481 -1.450756 -3.291059 0.1959 0.0704 -0.0734
C -2.298136 -0.940690 -3.430894 -0.1204 -0.1057 0.0535
C -1.411382 -0.929510 -2.355983 -0.0029 0.1546 -0.2112
S 0.201552 -0.234138 -2.516033 0.1462 0.2462 -0.2472
C -0.597033 1.497741 2.389881 0.0949 -0.1380 0.3231
C -0.623349 1.706288 3.771321 0.0314 -0.0638 -0.0704
C -1.441806 2.657202 4.351150 0.0087 -0.0178 -0.0263
C -2.267046 3.415512 3.522737 -0.0060 -0.0074 -0.1248
C -2.257235 3.209170 2.158854 0.0670 -0.0352 0.1773
C -1.426946 2.244511 1.538956 0.0082 0.0211 -0.0168
S -1.487902 2.057783 -0.178755 -0.3244 0.0485 -0.1454
H 1.648607 0.367628 3.539246 -0.0118 -0.0314 0.0155
H 2.289275 -0.228067 1.996737 -0.0366 -0.0184 -0.0213
H 2.061136 1.509726 2.242170 -0.0248 0.0712 0.0047
H 0.531733 -1.642060 2.153083 0.0427 0.0395 -0.0249
H -0.642785 -0.914544 3.239820 0.0115 0.0668 0.0578
H -1.888387 -2.219929 1.666614 0.0360 -0.0454 0.0057
H -2.145877 -0.511471 1.246814 -0.0253 0.0112 -0.0621
H -0.574934 -3.600668 0.090924 -0.0102 0.0349 -0.0441
H 0.290584 -2.775828 -1.240658 0.0231 0.0218 -0.0131
H 0.880387 -2.597708 0.397287 -0.0225 0.0015 -0.0188
H -3.445381 -2.358969 -0.039733 -0.0013 0.0166 -0.0175
H -5.016353 -2.329376 -1.948169 0.0199 0.0254 0.0039
H -4.265949 -1.430184 -4.135322 0.0197 0.0041 0.0151
H -1.975162 -0.509631 -4.371118 -0.0273 0.0001 0.0231
H 0.014903 1.108221 4.411875 -0.0483 0.0318 -0.0074
H -1.436018 2.805463 5.423625 0.0025 -0.0112 -0.0119
H -2.920192 4.170022 3.948123 0.0165 -0.0146 -0.0236
H -2.897974 3.797692 1.513947 0.0159 -0.0262 -0.0080
O 4.493920 -2.463666 1.505090 -0.0031 0.0671 -0.0879
S 4.421298 -2.030676 0.130213 0.1200 -0.0069 0.1658
O 4.412466 -3.053347 -0.879731 -0.0422 0.0671 -0.0250
N 3.167806 -0.981029 -0.050579 0.5813 0.0145 -0.0993
C 3.597093 0.230605 -0.327681 -0.3056 -0.2533 0.0130
S 2.572326 1.568754 -0.521495 -0.4351 -0.7738 -0.1732
C 5.081121 0.357281 -0.443718 0.1786 -0.0268 0.0270
C 5.830287 1.478398 -0.750407 0.0543 0.1327 -0.0264
C 7.213625 1.354506 -0.812997 0.0031 0.0122 0.0019
C 7.836746 0.131677 -0.574854 -0.0735 0.0274 -0.0025
C 7.083365 -0.995261 -0.268034 0.0154 -0.1162 0.0402
C 5.713289 -0.849639 -0.207008 -0.2342 0.0086 -0.0189
H 5.333495 2.422611 -0.938455 0.0355 -0.0253 -0.0022
H 7.819804 2.219573 -1.053594 -0.0287 -0.0094 0.0043
H 8.915483 0.057886 -0.632456 -0.0091 0.0034 0.0005
H 7.552267 -1.954272 -0.083398 -0.0229 0.0367 -0.0104
```
Positions in Å, forces in eV/Å.

LUMO level: 2.5 eV
relative energy (zero: lowest compared OMol25 entry of this formula, charge and spin): 31.3 kJ/mol
total charge: -1
gap between HOMO and LUMO: 0.21166 Eh
E: -79363.8747 eV